This record from the OMol25 dataset describes the molecule C18H21NO5S in a non-equilibrium geometry. The level of theory is ωB97M-V/def2-TZVPD.

Each line ends with the Löwdin charge.
Geometry (Å):
S: 1.474 0.455 0.695  0.71
O: 3.569 -2.265 -0.420  0.08
O: 4.717 -0.558 -1.285  0.11
O: -2.565 3.974 -3.100  -0.09
O: 2.895 0.253 0.622  -0.25
O: 1.000 1.720 1.171  -0.26
N: 0.799 0.191 -0.809  -0.18
C: 1.381 -2.034 1.899  -0.05
C: -1.244 -1.631 2.791  -0.22
C: 1.153 -1.020 -1.504  -0.16
C: -2.204 5.330 -3.195  -0.09
C: -2.645 -1.402 3.265  -0.04
C: 0.718 -0.851 1.645  -0.26
C: -0.584 -2.839 3.057  -0.23
C: 0.717 -3.023 2.607  -0.02
C: -0.028 1.157 -1.405  -0.27
C: -2.103 1.777 -2.449  0.00
C: -0.426 3.446 -2.044  0.00
C: -0.577 -0.646 2.077  -0.01
C: 0.395 2.475 -1.496  -0.01
C: 3.632 -1.315 -1.157  -0.58
C: -1.275 -3.924 3.824  -0.04
C: -1.682 3.105 -2.531  -0.28
C: -1.293 0.817 -1.884  -0.01
C: 2.548 -0.931 -2.141  -0.06
H: 2.739 0.076 -2.511  0.13
H: -3.320 -2.148 2.848  0.08
H: -2.699 -1.479 4.351  0.09
H: -1.556 -3.570 4.815  0.09
H: -2.187 -4.233 3.314  0.08
H: -0.068 4.463 -2.089  0.11
H: -1.046 0.301 1.856  0.12
H: -0.629 -4.790 3.935  0.08
H: -1.317 5.467 -3.822  0.10
H: 2.611 -1.635 -2.974  0.13
H: -1.641 -0.202 -1.806  0.12
H: 2.388 -2.172 1.541  0.10
H: 1.368 2.740 -1.116  0.12
H: -3.082 1.525 -2.827  0.12
H: -2.024 5.769 -2.208  0.10
H: 1.146 -1.855 -0.795  0.12
H: -2.991 -0.415 2.970  0.08
H: -3.053 5.829 -3.661  0.09
H: 1.222 -3.956 2.812  0.11
H: 5.361 -0.771 -0.592  0.14
H: 0.405 -1.204 -2.277  0.13

Cartesian forces (eV/Å) of the 6 atoms listed first:
S -0.386 -0.096 0.011
O -0.008 -0.162 0.054
O 0.472 0.486 -0.177
O -0.002 -0.352 0.071
O -0.354 -0.177 0.085
O -0.254 -0.133 -0.017

Calculated values
Multiplicity: 1
Largest force on an atom in Eh/bohr: 0.02158
Gap between HOMO and LUMO in eV: 8.9

***

This record from the OMol25 dataset describes a 2-piece molecular cluster, C18H22B2N2O6 overall in a non-equilibrium geometry. The level of theory is ωB97M-V/def2-TZVPD.

Each line ends with the Löwdin charge.
Geometry (Å):
O: -1.223 2.665 -0.637  0.16
O: 0.930 -1.067 -2.315  0.14
O: -0.565 1.718 -2.748  0.14
O: -0.691 0.979 3.000  0.19
O: 1.503 -1.495 2.808  0.11
O: -2.016 -0.800 2.209  0.03
N: -5.163 0.515 0.360  0.01
N: 3.551 -1.375 -1.480  0.14
C: -6.067 0.525 -0.667  -0.14
C: 2.518 -1.209 -0.561  -0.13
C: 1.500 -1.141 1.640  -0.28
C: -5.211 1.708 1.028  -0.14
C: 5.525 -3.436 0.390  0.11
C: 0.241 -0.552 1.102  0.05
C: 4.801 -2.662 0.952  -0.13
C: -6.698 1.741 -0.659  -0.11
C: 3.996 -1.562 1.492  -0.14
C: -1.195 0.071 -0.870  0.00
C: 0.041 -0.460 -0.216  -0.09
C: 3.520 0.427 -3.179  -0.01
C: 1.138 -0.936 -1.132  -0.24
C: 5.552 -0.018 -1.675  -0.01
C: -2.674 -0.806 3.486  -0.05
C: 4.137 -0.392 -2.055  -0.32
C: -6.154 2.493 0.418  -0.11
C: 2.696 -1.302 0.765  -0.07
B: -0.990 1.555 -1.432  -0.58
B: -0.840 -0.090 2.159  -0.61
H: 6.112 -4.112 -0.183  0.02
H: 0.218 1.099 3.294  0.12
H: -6.424 3.493 0.711  0.09
H: 2.903 -0.243 -3.773  0.08
H: -1.378 -0.552 -1.752  0.12
H: -1.317 1.684 -3.350  0.11
H: 3.717 -1.839 2.513  0.11
H: -4.573 1.894 1.875  0.11
H: -3.483 -1.531 3.416  0.09
H: 5.647 0.083 -0.597  0.08
H: 5.909 0.854 -2.218  0.07
H: 6.176 -0.873 -1.957  0.10
H: -1.992 -1.073 4.291  0.10
H: -2.078 -0.013 -0.236  0.10
H: -6.182 -0.329 -1.313  0.10
H: 4.571 -0.639 1.575  0.12
H: -7.464 2.057 -1.347  0.09
H: -4.554 -0.250 0.590  0.14
H: 4.331 0.767 -3.826  0.07
H: -2.118 2.995 -0.781  0.11
H: 2.932 1.266 -2.806  0.09
H: -3.114 0.171 3.693  0.09

Cartesian forces (eV/Å) of the 6 atoms listed first:
O -0.209 -0.460 -0.098
O 0.128 -0.069 -0.042
O -0.450 0.216 0.422
O 0.283 -0.458 0.375
O 0.231 0.180 0.114
O 0.416 0.111 0.375

Calculated values
Multiplicity: 1
Largest force on an atom in Eh/bohr: 0.04749
Gap between HOMO and LUMO in eV: 7.2

***

Number 2 is which compound?
C18H22B2N2O6